1.
{"formula": "C25H36BGe2N6W", "method": "the ωB97M-V functional and the def2-TZVPD basis", "total_charge": 3, "largest_force_ha_per_bohr": 0.020, "homo_lumo_gap_ev": [4.8129, 4.8119], "e_tot_ha": -5547.5823, "species": ["W", "C", "C", "N", "N", "C", "B", "N", "C", "C", "C", "N", "N", "C", "C", "C", "N", "H", "H", "H", "H", "H", "H", "H", "H", "H", "H", "C", "C", "Ge", "C", "C", "C", "C", "Ge", "C", "C", "C", "C", "C", "C", "C", "C", "C", "C", "H", "H", "H", "H", "H", "H", "H", "H", "H", "H", "H", "H", "H", "H", "H", "H", "H", "H", "H", "H", "H", "H", "H", "H", "H", "H"], "positions_angstrom": [[-1.05094, -1.83849, -0.01371], [-2.17780, -2.00397, -3.28561], [-1.02285, -1.35639, -2.96064], [-0.64825, -1.29809, -1.66347], [-2.71289, -2.48332, -1.00132], [-3.00656, -2.54142, -2.26527], [-3.37443, -3.00192, 0.30710], [-2.71400, -1.80572, 1.11187], [-2.94977, -1.35241, 2.32928], [-2.10025, -0.47492, 2.99249], [-0.92223, -0.02335, 2.42649], [-0.44109, -0.32042, 1.20600], [-2.40703, -4.18525, 0.65820], [-2.47719, -5.45765, 1.02208], [-1.17973, -5.97640, 1.10859], [-0.34234, -4.93771, 0.77962], [-1.08541, -3.83207, 0.50706], [-2.49253, -2.07340, -4.31716], [-0.37824, -0.87362, -3.68847], [-3.94497, -3.01991, -2.53758], [-4.53617, -3.22883, 0.37997], [-3.86594, -1.68700, 2.81104], [-2.37052, -0.12034, 3.97710], [-0.31323, 0.66023, 3.01589], [-3.42949, -5.93462, 1.19865], [-0.89911, -6.97976, 1.37978], [0.73412, -4.91290, 0.71885], [-2.58968, 3.86072, 0.84216], [-2.66498, 2.31342, 0.84343], [-1.58822, 1.74972, -0.65863], [-2.49361, 1.61815, -2.36325], [-2.51989, 3.05077, -2.95401], [0.26816, 2.16014, -0.85451], [1.41153, 1.62905, -0.38678], [1.50745, 0.15993, 0.89477], [2.24344, 0.70479, 2.60799], [3.75067, 0.99410, 2.55954], [1.94479, -1.67028, 0.26591], [3.32435, -2.23707, 0.63369], [2.71700, 2.21101, -0.74840], [2.87167, 3.59052, -0.91760], [4.10455, 4.11654, -1.25833], [5.19599, 3.27205, -1.44068], [5.05575, 1.90129, -1.26245], [3.82526, 1.37661, -0.90357], [-3.21880, 4.24570, 1.64387], [-2.95552, 4.30376, -0.08359], [-1.57307, 4.21391, 1.01880], [-3.68890, 1.96903, 0.69496], [-2.30716, 1.93588, 1.79612], [-3.50823, 1.24181, -2.22950], [-1.96252, 0.95839, -3.04283], [-3.02698, 3.76714, -2.30861], [-3.06860, 3.03413, -3.89488], [-1.51663, 3.42070, -3.16586], [0.36643, 2.96707, -1.58544], [2.02342, -0.07584, 3.34119], [1.70430, 1.60565, 2.91475], [4.32893, 0.13835, 2.20973], [4.09822, 1.23779, 3.56207], [3.97813, 1.83678, 1.90907], [1.78777, -1.74019, -0.81171], [1.19170, -2.32469, 0.78470], [4.11124, -1.68891, 0.11764], [3.40581, -3.28103, 0.33418], [3.50966, -2.18020, 1.70551], [2.03537, 4.25727, -0.74496], [4.22301, 5.18518, -1.37329], [6.15808, 3.68609, -1.71085], [5.90286, 1.24320, -1.40134], [3.74609, 0.30122, -0.77587]]}

***

2.
{"formula": "C40H43GeN3PtSSb2", "method": "the ωB97M-V functional and the def2-TZVPD basis", "total_charge": 0, "largest_force_ha_per_bohr": 0.020, "homo_lumo_gap_ev": 6.7178, "e_tot_ha": -4789.1831, "species": ["Pt", "C", "C", "C", "C", "C", "C", "N", "Sb", "C", "C", "C", "C", "C", "C", "N", "C", "C", "C", "C", "C", "C", "N", "H", "H", "H", "H", "H", "H", "H", "H", "H", "H", "H", "H", "H", "H", "H", "H", "H", "H", "S", "Sb", "C", "C", "C", "C", "C", "C", "C", "C", "C", "C", "C", "C", "C", "C", "C", "C", "C", "C", "H", "H", "H", "H", "H", "H", "H", "H", "H", "H", "H", "H", "H", "H", "H", "C", "Ge", "C", "C", "C", "H", "H", "H", "H", "H", "H", "H", "H", "H", "H"], "positions_angstrom": [[1.20858, -1.76579, 0.58727], [5.42936, 0.23841, 0.85979], [5.17578, -1.17225, 0.42801], [5.67741, -1.68143, -0.76802], [5.42182, -2.99819, -1.10554], [4.65433, -3.77303, -0.24910], [4.14903, -3.16875, 0.89329], [4.42022, -1.91452, 1.23935], [2.98277, -4.28916, 2.29678], [2.15295, -2.60814, 3.34641], [2.36119, -2.59342, 4.71437], [1.85180, -1.54833, 5.47156], [1.14428, -0.56035, 4.82808], [0.95108, -0.62179, 3.44825], [0.14242, 0.43814, 2.76924], [1.45672, -1.63410, 2.72240], [1.21326, -4.70915, 1.14579], [0.89681, -6.02916, 0.86814], [-0.31369, -6.31845, 0.25699], [-1.18889, -5.28493, -0.00308], [-0.82334, -3.97441, 0.28987], [-1.74583, -2.83439, 0.02991], [0.38052, -3.70109, 0.81964], [6.20914, 0.70956, 0.26296], [4.50227, 0.80419, 0.74836], [5.71440, 0.25950, 1.91158], [6.27208, -1.04856, -1.41347], [5.81826, -3.41768, -2.02183], [4.43653, -4.80964, -0.47657], [2.92259, -3.39207, 5.18131], [2.00592, -1.51337, 6.54240], [0.72656, 0.27556, 5.37307], [0.34082, 1.41811, 3.20501], [0.34923, 0.46225, 1.70150], [-0.92317, 0.22526, 2.90012], [1.58706, -6.81801, 1.13732], [-0.58075, -7.33945, 0.01558], [-2.16218, -5.47346, -0.43516], [-2.77137, -3.18365, -0.08915], [-1.69055, -2.10748, 0.84056], [-1.43518, -2.31347, -0.86756], [1.82677, 0.09185, -0.52608], [-1.88917, 1.69958, -0.25803], [-3.85969, 2.05750, 0.52512], [-4.11394, 1.67745, 1.84311], [-5.37607, 1.82483, 2.40056], [-6.41265, 2.34459, 1.63732], [-6.17612, 2.71828, 0.32292], [-4.90775, 2.57755, -0.22824], [-0.90159, 3.21896, 0.88240], [-1.56878, 4.08878, 1.74072], [-0.86527, 5.04691, 2.46058], [0.51170, 5.15027, 2.32332], [1.18514, 4.29226, 1.46454], [0.48321, 3.32870, 0.75237], [-2.11852, 2.85334, -2.04613], [-2.81097, 2.28692, -3.11600], [-2.95671, 2.97411, -4.31331], [-2.39341, 4.23371, -4.46108], [-1.69138, 4.80144, -3.40797], [-1.55596, 4.11643, -2.20689], [-3.31571, 1.26484, 2.45352], [-5.55142, 1.53178, 3.42835], [-7.39999, 2.45836, 2.06643], [-6.97978, 3.12718, -0.27696], [-4.73758, 2.89259, -1.25107], [-2.64507, 4.02724, 1.84960], [-1.39624, 5.71742, 3.12510], [1.05832, 5.89915, 2.88269], [2.25958, 4.36774, 1.35134], [1.02155, 2.64946, 0.09947], [-3.24013, 1.29414, -3.02491], [-3.50179, 2.52180, -5.13252], [-2.49777, 4.76902, -5.39626], [-1.24645, 5.78243, -3.51934], [-1.01035, 4.57663, -1.39165], [-1.47808, -1.33612, -3.10697], [0.46048, -0.99502, -3.10858], [0.75603, 0.86273, -3.64278], [1.23919, -2.14076, -4.49895], [1.42303, -1.40885, -1.45009], [-1.91934, -1.02631, -4.05632], [-1.96692, -0.78158, -2.30559], [-1.67831, -2.39883, -2.97116], [0.49698, 0.98567, -4.69609], [1.80347, 1.12992, -3.50085], [0.14463, 1.54609, -3.05196], [0.80973, -1.92043, -5.47748], [1.06450, -3.19443, -4.27428], [2.31731, -1.98068, -4.55380], [2.38106, -1.83795, -1.76362]]}

***

3.
{"formula": "C11H7F5N9O2Ru", "method": "the ωB97M-V functional and the def2-TZVPD basis", "total_charge": -2, "largest_force_ha_per_bohr": 0.053, "homo_lumo_gap_ev": [7.3388, 7.2943], "s2": 1.131, "spin_multiplicity": 2, "e_tot_ha": -1660.8582, "species": ["Ru", "N", "C", "N", "N", "N", "N", "C", "N", "N", "N", "N", "H", "C", "C", "C", "C", "C", "C", "H", "H", "H", "H", "H", "O", "C", "O", "H", "F", "C", "F", "C", "F", "F", "F"], "positions_angstrom": [[-0.18133, 0.42185, 0.06670], [-2.29394, 0.86493, -2.79111], [-1.52992, 1.92151, -2.38463], [-1.75511, 3.16440, -2.77970], [-0.76089, 3.88370, -2.22180], [0.01487, 3.12155, -1.53646], [-0.42870, 1.85048, -1.62004], [-2.12794, -0.43254, -2.38825], [-2.92002, -1.41512, -2.79198], [-2.38900, -2.52331, -2.24087], [-1.34073, -2.22252, -1.55377], [-1.12709, -0.89355, -1.62757], [-3.14052, 1.08681, -3.28065], [1.72189, -3.68813, 1.94579], [2.63441, -2.84171, 1.33074], [2.19148, -1.73261, 0.61938], [0.83587, -1.45363, 0.50586], [-0.07225, -2.30840, 1.12577], [0.36450, -3.41714, 1.84086], [2.06531, -4.55222, 2.50518], [3.69756, -3.04401, 1.41052], [2.92194, -1.08784, 0.14548], [-1.13826, -2.13781, 1.02819], [-0.35742, -4.07647, 2.31106], [-2.62970, 0.83527, 0.41285], [-2.37153, 1.04264, 1.61330], [-1.23635, 0.95257, 2.14575], [-3.21322, 1.33308, 2.28264], [1.83981, 1.02454, 1.85639], [1.78952, 1.53618, 0.54741], [3.00233, 1.16371, 0.01195], [1.92828, 3.04025, 0.79374], [0.78470, 3.58916, 1.21304], [2.84456, 3.29011, 1.78133], [2.37691, 3.70428, -0.27709]]}

***

4.
{"formula": "C10H11PS", "method": "the ωB97M-V functional and the def2-TZVPD basis", "total_charge": 0, "largest_force_ha_per_bohr": 0.100, "homo_lumo_gap_ev": 9.4305, "e_tot_ha": -1127.0347, "species": ["C", "S", "C", "C", "C", "C", "C", "P", "C", "C", "C", "C", "H", "H", "H", "H", "H", "H", "H", "H", "H", "H", "H"], "positions_angstrom": [[-3.86689, 1.14687, 0.22533], [-3.77697, -0.68727, 0.24867], [-1.92059, -0.66576, 0.18674], [-1.39044, -0.29800, -1.03416], [0.01633, -0.15142, -1.14847], [0.79139, -0.22470, -0.01355], [2.28723, -0.14907, -0.06493], [3.11158, 0.27993, 1.56341], [2.72947, 0.51395, -1.36191], [2.90192, -0.75872, -1.30230], [0.20331, -0.55340, 1.20690], [-1.17144, -0.80930, 1.29639], [-4.89709, 1.35176, 0.57632], [-3.74967, 1.50773, -0.76295], [-3.20877, 1.55031, 0.84400], [-1.86286, -0.38486, -2.00252], [0.49272, 0.17624, -2.11045], [4.21368, 0.95441, 0.95061], [3.90767, -0.77590, 1.83080], [2.58579, 1.51150, -1.72904], [3.38341, -1.62960, -1.70905], [0.81396, -0.92343, 2.01804], [-1.59373, -0.98125, 2.29214]]}

***

5.
{"formula": "C4H9N2OS", "method": "the ωB97M-V functional and the def2-TZVPD basis", "total_charge": 1, "largest_force_ha_per_bohr": 0.060, "homo_lumo_gap_ev": 7.6328, "e_tot_ha": -740.4121, "species": ["C", "C", "C", "C", "N", "N", "O", "S", "H", "H", "H", "H", "H", "H", "H", "H", "H"], "positions_angstrom": [[-1.30587, 0.14086, 0.97052], [-1.26660, 1.25123, 0.09429], [-0.99664, 0.64259, -1.18554], [-0.54522, 1.22168, -2.53125], [-1.19646, -0.70356, -0.96675], [-1.36624, 2.57504, 0.41170], [-1.46616, -1.01931, 0.35062], [1.39348, -3.86475, 2.51245], [-1.21470, -0.12028, 2.03709], [-1.08184, 0.77384, -3.30992], [0.51118, 1.07128, -2.67770], [-0.78550, 2.27071, -2.56024], [-0.83854, -1.52659, -1.47191], [0.46522, -4.37478, 1.72678], [-1.36221, 2.80033, 1.44733], [-0.96854, 3.34521, -0.17927], [0.47632, -3.40758, 3.47302]]}

***

6.
{"formula": "C4H9O2", "method": "the ωB97M-V functional and the def2-TZVPD basis", "total_charge": 1, "largest_force_ha_per_bohr": 0.113, "homo_lumo_gap_ev": [8.7904, 8.7939], "e_tot_ha": -307.7881, "species": ["C", "C", "C", "C", "O", "O", "H", "H", "H", "H", "H", "H", "H", "H", "H"], "positions_angstrom": [[-2.11429, -0.17359, -0.12957], [-1.13906, -1.19701, -0.27133], [2.27140, 0.08397, -0.50512], [0.10291, 0.94424, 0.12092], [2.26871, -0.87998, 0.39364], [-0.77227, 0.10038, -0.63316], [-2.96003, -0.08209, -0.81277], [-2.47102, 0.18334, 0.73348], [-0.54717, -1.49834, 0.71688], [-1.09537, -1.97728, -1.04752], [2.77240, 0.99589, -0.21678], [1.91601, -0.28774, -1.47958], [0.06681, 1.94385, -0.34854], [0.31413, 0.75144, 1.24932], [2.78117, -0.57037, 1.21720]]}